The following is a DFT calculation (the ωB97M-V functional and the def2-TZVPD basis) of C6H11NO in the gas phase in a non-equilibrium geometry.

Summary:
SMILES: CO/C=C/[C@H]1CN1C
Orbital gap in eV: 9.582
Energy above the lowest of the compared OMol25 structures with the same formula, charge and spin in kcal/mol: 103.1
Strongest force on any atom in hartree/bohr: 0.071

```
! wB97M-V def2-TZVPD RIJCOSX def2/J DEFGRID3
* xyz 0 1
C -2.817 2.216 -0.319
O -1.559 2.149 -0.982
C -0.850 0.967 -0.594
C 0.336 0.637 -1.110
C 1.245 -0.480 -0.632
C 1.904 -0.326 0.622
N 0.720 -1.135 0.537
C 1.007 -2.546 0.874
H -2.756 2.227 0.815
H -3.204 3.129 -0.719
H -3.358 1.219 -0.528
H -1.394 0.455 0.257
H 0.770 1.427 -1.809
H 1.951 -0.967 -1.417
H 1.847 0.631 1.118
H 2.891 -0.689 0.755
H 1.400 -2.577 1.995
H -0.009 -3.291 0.869
H 1.879 -3.045 0.268
*
```